The following is a DFT calculation (the ωB97M-V functional and the def2-TZVPD basis) of 15 unconnected molecules or ions with the total composition C23H46Cl28I2N4O4S in a non-equilibrium geometry.

Its energy above the lowest of the compared OMol25 structures with the same formula, charge and spin is 0.00 kJ/mol. As for the total energy: -15302.8113 hartree. Its spin multiplicity is 1. Its net charge is 0. The calculation puts the LUMO energy at 0.002 hartree. The orbital gap comes out at 8.7 eV.

Atoms and positions in Å:
C 1.53 1.26 -2.54
C 0.93 1.80 -1.25
I 2.40 2.71 -0.06
C -0.38 1.75 -0.91
I -0.92 2.70 0.91
C -1.53 1.09 -1.76
C -2.85 1.21 -0.99
C -4.15 0.52 -1.52
N -4.21 0.47 -2.96
N -4.29 -0.81 -0.94
N -5.30 1.30 -1.00
O -1.56 1.85 -3.01
S -1.30 1.01 -4.32
O -0.19 1.58 -5.04
O -2.48 0.80 -5.12
O -0.89 -0.34 -3.60
C -1.32 -0.38 -2.21
C -0.48 -1.29 -1.32
C -0.22 -2.65 -2.00
N -1.43 -3.47 -2.19
H 1.36 0.19 -2.68
H 2.61 1.40 -2.51
H 1.17 1.84 -3.38
H -3.07 2.26 -0.85
H -2.67 0.72 -0.03
H -4.66 1.28 -3.36
H -4.74 -0.34 -3.24
H -4.25 -1.55 -1.62
H -5.12 -0.88 -0.37
H -5.29 2.23 -1.41
H -5.22 1.41 0.00
H -2.27 -0.91 -2.27
H -1.11 -1.45 -0.43
H 0.44 -0.83 -0.98
H 0.49 -3.20 -1.39
H 0.21 -2.49 -2.99
H -2.07 -3.34 -1.41
H -1.92 -3.16 -3.02
C 2.92 4.53 3.95
Cl 4.04 3.94 2.71
Cl 1.40 3.63 3.94
H 3.40 4.41 4.91
H 2.71 5.57 3.74
C -3.39 -2.53 2.38
Cl -5.01 -2.21 3.01
Cl -3.43 -3.43 0.86
H -2.90 -1.58 2.22
H -2.85 -3.13 3.11
C 5.28 0.52 1.85
Cl 6.39 0.07 0.55
Cl 3.76 -0.39 1.77
H 5.76 0.32 2.80
H 5.05 1.57 1.75
C -4.59 -4.93 5.99
Cl -3.00 -4.21 5.64
Cl -5.66 -3.84 6.86
H -5.05 -5.20 5.05
H -4.42 -5.81 6.60
C 6.81 -0.34 -3.51
Cl 5.36 -0.29 -2.51
Cl 8.19 -1.02 -2.64
H 6.61 -0.96 -4.38
H 7.06 0.67 -3.81
C -2.78 -8.40 7.95
Cl -2.31 -9.44 9.30
Cl -4.51 -8.04 7.96
H -2.23 -7.46 8.03
H -2.54 -8.90 7.02
C 8.40 2.69 3.36
Cl 7.97 0.98 3.55
Cl 7.69 3.70 4.62
H 9.47 2.78 3.41
H 8.03 3.02 2.39
C 0.51 0.82 7.53
Cl 1.62 -0.56 7.62
Cl -1.18 0.32 7.64
H 0.72 1.49 8.36
H 0.66 1.32 6.58
C 0.93 6.95 -1.35
Cl -0.02 5.47 -1.11
Cl 2.00 7.26 0.02
H 1.54 6.82 -2.24
H 0.25 7.78 -1.46
C 2.48 -5.25 -2.83
Cl 2.98 -3.62 -2.34
Cl 2.51 -6.39 -1.48
H 1.47 -5.20 -3.22
H 3.18 -5.59 -3.58
C -2.65 4.04 -7.52
Cl -1.32 5.15 -7.90
Cl -3.92 4.83 -6.57
H -3.09 3.69 -8.45
H -2.26 3.21 -6.95
C -5.23 0.08 6.73
Cl -4.89 0.53 8.41
Cl -3.86 -0.76 5.98
H -6.08 -0.59 6.72
H -5.43 0.97 6.16
C 5.76 -6.64 -5.36
Cl 6.11 -5.45 -4.09
Cl 4.19 -7.42 -5.10
H 5.74 -6.13 -6.31
H 6.53 -7.40 -5.34
C -1.33 7.92 -5.15
Cl -1.29 6.90 -3.71
Cl -0.02 9.11 -5.15
H -1.23 7.28 -6.02
H -2.28 8.45 -5.17

The following is a DFT calculation (the ωB97M-V functional and the def2-TZVPD basis) of 3 unconnected molecules or ions with the total composition C4H14N3O2 in a non-equilibrium geometry.

Its energy above the lowest of the compared OMol25 structures with the same formula, charge and spin is 218.71 kJ/mol. As for the total energy: -475.2724 hartree. Its spin multiplicity is 1. Its net charge is +1. The calculation puts the LUMO energy at -0.095 hartree. The orbital gap comes out at 11.0 eV.

Atoms and positions in Å:
C 2.35 0.90 0.59
C 2.40 -0.58 0.68
C -4.74 0.45 0.68
C -1.06 -0.97 -0.72
N -1.04 0.18 -0.08
N -0.08 -1.39 -1.45
N 1.17 1.52 -0.01
O 2.37 -1.11 -0.56
O -3.67 -0.16 0.73
H 3.22 1.21 0.09
H 2.50 1.29 1.66
H 3.33 -0.92 1.19
H 1.48 -0.91 1.25
H -5.01 0.92 -0.32
H -5.51 0.56 1.44
H -0.07 0.46 0.12
H -1.77 0.33 0.58
H -0.25 -2.08 -2.17
H 0.86 -1.14 -1.20
H 1.36 1.59 -0.96
H 1.05 2.36 0.51
H 3.13 -0.94 -1.08
H -2.02 -1.56 -0.95

The following is a DFT calculation (the ωB97M-V functional and the def2-TZVPD basis) of a molecular structure, C22H18N7NiO5S4.

Its energy above the lowest of the compared OMol25 structures with the same formula, charge and spin is 8.59 kJ/mol. As for the total energy: -4709.8877 hartree. Its spin multiplicity is 3. Its net charge is -1. The calculation puts the LUMO energy (spin up / spin down) at 0.087 / 0.087 hartree. The orbital gap (spin up / spin down) comes out at 7.6 / 7.5 eV.

Atoms and positions in Å:
Ni 0.36 -0.36 0.16
N 0.36 -0.70 -3.98
C 0.48 0.56 -4.61
C -0.47 0.96 -5.53
C -0.37 2.18 -6.17
C 0.70 3.02 -5.88
C 1.64 2.63 -4.94
C 1.55 1.40 -4.31
S 2.76 0.94 -3.10
N 2.12 -0.44 -2.40
C 1.09 -1.03 -2.86
C 0.62 -2.25 -2.14
C 0.08 -3.33 -2.81
C -0.30 -4.45 -2.07
C -0.11 -4.44 -0.70
C 0.41 -3.30 -0.10
N 0.76 -2.23 -0.81
H -0.58 -1.07 -3.99
H -1.31 0.30 -5.74
H -1.12 2.48 -6.89
H 0.79 3.98 -6.37
H 2.46 3.29 -4.69
H -0.01 -3.33 -3.89
H -0.73 -5.31 -2.57
H -0.39 -5.29 -0.09
H 0.54 -3.23 0.97
N -3.85 1.02 4.98
C -2.64 0.39 4.65
C -2.63 -0.68 3.76
C -1.43 -1.28 3.41
C -0.24 -0.82 3.95
C -0.24 0.22 4.86
C -1.44 0.82 5.22
S 1.27 -1.47 3.33
O 2.31 -1.21 4.30
O 1.02 -2.84 2.95
N 1.55 -0.69 1.93
C 1.82 0.64 1.92
N 1.80 1.10 0.64
C 1.91 2.40 0.44
C 2.13 3.27 1.49
C 2.16 2.70 2.76
N 2.00 1.41 3.00
H -4.54 0.93 4.25
H -3.73 1.99 5.24
H -3.55 -1.00 3.30
H -1.43 -2.08 2.68
H 0.70 0.57 5.27
H -1.44 1.64 5.92
H 1.82 2.74 -0.59
H 2.23 4.34 1.34
H 2.29 3.33 3.64
O -1.69 -1.15 0.36
S -1.99 0.32 0.29
O -1.08 0.94 1.29
O -3.38 0.67 0.39
S -1.06 0.80 -1.48

The following is a DFT calculation (the ωB97M-V functional and the def2-TZVPD basis) of 2 unconnected molecules or ions with the total composition C22H32N5P in a non-equilibrium geometry.

As for the total energy: -1472.5202 hartree. Its spin multiplicity is 1. Its net charge is 0. The calculation puts the LUMO energy at -0.085 hartree. The orbital gap comes out at 3.1 eV.

Atoms and positions in Å:
C 3.87 -4.67 1.11
N 3.64 -4.46 -0.31
C 4.61 -5.10 -1.18
C 2.59 -3.68 -0.79
C 2.82 -2.33 -1.16
C 1.75 -1.57 -1.61
C 0.48 -2.13 -1.71
C -0.58 -1.13 -2.07
C -0.47 -0.48 -3.43
C -1.60 0.19 -3.91
N -2.56 0.81 -4.21
C 0.70 -0.37 -4.17
N 1.70 -0.18 -4.77
C 0.23 -3.46 -1.36
C 1.29 -4.24 -0.91
H 3.08 -4.17 1.68
H 3.85 -5.76 1.32
H 4.86 -4.26 1.41
H 4.32 -4.92 -2.22
H 5.63 -4.70 -1.00
H 4.62 -6.19 -0.98
H 3.81 -1.89 -1.02
H 1.90 -0.53 -1.89
H -1.61 -1.49 -2.00
H -0.79 -3.87 -1.45
H 1.14 -5.30 -0.61
C 0.13 -0.06 3.47
C 0.34 1.25 2.70
C 0.53 2.40 3.69
C 1.58 1.11 1.82
N -0.83 1.52 1.83
P -0.72 2.72 0.64
H -0.42 -0.39 -1.29
N -2.39 2.50 0.36
C -3.10 3.41 -0.56
C -4.44 2.82 -0.95
C -2.25 3.59 -1.82
C -3.31 4.76 0.12
C -3.03 1.88 1.42
C -2.13 1.31 2.27
H -0.01 -0.90 2.78
H 1.04 -0.23 4.06
H -0.70 -0.01 4.17
H 0.66 3.36 3.17
H -0.33 2.47 4.37
H 1.42 2.20 4.30
H 1.79 2.03 1.25
H 2.44 0.90 2.47
H 1.46 0.27 1.12
H -5.11 2.70 -0.09
H -4.91 3.53 -1.64
H -4.31 1.87 -1.47
H -1.25 4.00 -1.61
H -2.15 2.62 -2.35
H -2.78 4.29 -2.50
H -2.35 5.21 0.43
H -3.80 5.44 -0.58
H -3.96 4.65 0.99
H -4.11 1.90 1.48
H -2.31 0.75 3.18

The following is a DFT calculation (the ωB97M-V functional and the def2-TZVPD basis) of 6 unconnected molecules or ions with the total composition C34H27O26S in a non-equilibrium geometry.

Its energy above the lowest of the compared OMol25 structures with the same formula, charge and spin is 0.00 kJ/mol. As for the total energy: -3666.3283 hartree. Its spin multiplicity is 1. Its net charge is -1. The calculation puts the LUMO energy at -0.005 hartree. The orbital gap comes out at 6.0 eV.

Atoms and positions in Å:
O 0.72 2.68 0.58
C 1.77 2.25 1.02
O 2.93 2.25 0.63
O 1.53 1.49 2.33
S 2.61 1.44 3.46
O 3.69 0.56 3.03
O 3.20 2.96 3.38
C 3.17 3.62 4.65
C 1.78 4.19 5.01
C 0.89 4.55 3.83
O 0.89 5.98 3.67
H 3.93 4.40 4.64
H 3.46 2.90 5.42
H 1.92 5.05 5.66
H 1.27 3.43 5.60
H 1.19 4.07 2.91
H -0.13 4.23 4.05
H 0.32 6.16 2.92
C 2.07 -4.49 3.76
C 2.59 -5.53 3.10
C 3.57 -5.35 1.97
O 4.00 -6.37 1.43
C 3.93 -4.03 1.58
C 3.41 -2.95 2.22
C 2.45 -3.13 3.38
O 2.02 -2.14 3.93
O 3.72 -1.74 1.85
O 2.30 -6.80 3.37
H 1.37 -4.61 4.57
H 4.61 -3.92 0.75
H 3.26 -1.04 2.38
H 2.82 -7.32 2.73
C 0.01 -6.39 -3.19
C 0.26 -5.54 -2.18
C 1.32 -5.83 -1.14
O 1.50 -5.00 -0.27
C 2.07 -7.07 -1.23
C 1.82 -7.91 -2.24
C 0.77 -7.62 -3.29
O 0.64 -8.44 -4.18
O 2.44 -9.07 -2.41
O -0.38 -4.40 -2.01
H -0.74 -6.20 -3.94
H 2.82 -7.27 -0.47
H 2.06 -9.46 -3.22
H 0.00 -3.99 -1.20
C -4.06 0.37 -3.14
C -3.79 1.13 -2.08
C -2.75 0.74 -1.04
O -2.58 1.52 -0.12
C -2.05 -0.51 -1.22
C -2.33 -1.28 -2.28
C -3.34 -0.88 -3.32
O -3.51 -1.63 -4.26
O -1.72 -2.44 -2.50
O -4.39 2.29 -1.82
H -4.80 0.64 -3.88
H -1.33 -0.80 -0.47
H -2.10 -2.80 -3.32
H -4.00 2.62 -0.97
C -6.26 5.99 1.02
C -6.87 7.16 0.77
C -7.03 7.69 -0.63
O -7.63 8.75 -0.75
C -6.49 6.93 -1.73
C -5.87 5.77 -1.49
C -5.72 5.22 -0.08
O -5.17 4.15 0.06
O -5.35 5.03 -2.46
O -7.39 7.93 1.71
H -6.14 5.60 2.02
H -6.60 7.34 -2.73
H -4.95 4.23 -2.07
H -7.77 8.70 1.24
C 1.75 0.73 -1.65
C 2.40 1.47 -2.57
C 3.55 0.90 -3.36
O 4.07 1.63 -4.19
C 3.98 -0.46 -3.11
C 3.33 -1.19 -2.19
C 2.16 -0.63 -1.42
O 1.63 -1.38 -0.61
O 3.64 -2.44 -1.87
O 2.10 2.72 -2.86
H 0.93 1.12 -1.06
H 4.82 -0.85 -3.67
H 3.00 -2.69 -1.17
H 2.74 3.00 -3.54

no.,molecular weight (g/mol)
1,1721.204
2,136.175
3,647.391
4,397.507
5,883.631